(1)
Formula: C2H5O2
Source: the OMol25 dataset
Level of theory: wB97M-V/def2-TZVPD

```
9
Properties=species:S:1:pos:R:3
O 2.3886 -0.4376 0.1475
H 1.6651 -1.0709 0.1043
O 0.3124 1.3571 0.1703
C -0.5627 0.5975 -0.3572
C -1.4316 -0.2747 0.2482
H -0.6355 0.6004 -1.4717
H -1.3725 -0.4417 1.3198
H -2.2234 -0.7233 -0.3393
H 1.8595 0.3933 0.1782
```

Summary:
Kohn-Sham gap: 0.27637 Eh
net charge: -1
energy relative to the best compared isomer or geometry (same formula, charge and spin): 0.811 eV
DFT total energy: -229.695297 Ha

***

(2)
Formula: C25H30N2O3
Source: the OMol25 dataset
Level of theory: wB97M-V/def2-TZVPD

```
60
Properties=species:S:1:pos:R:3
C -0.2508 5.5318 -2.1350
O -0.2149 5.0616 -0.8101
C -0.5733 3.7706 -0.5673
C -0.9635 2.8548 -1.5376
C -1.2878 1.5589 -1.1706
C -1.2572 1.1559 0.1567
C -1.5451 -0.2800 0.5308
C -0.2900 -1.0972 0.1672
C 0.8069 -0.6856 1.1529
O 0.5284 -0.4393 2.3137
N 2.0777 -0.6093 0.7081
C 3.0894 -0.0871 1.6105
C 4.0001 0.9261 0.8960
C 4.4105 2.0393 1.8541
C 3.2579 1.4779 -0.3213
C 3.0273 0.3643 -1.3484
C 2.0035 0.7956 -2.3926
C 2.5949 -0.9193 -0.6020
C -0.5690 -2.5728 0.2459
C 0.4030 -3.4987 0.5962
C 0.1095 -4.8519 0.6135
C -1.1569 -5.2967 0.2709
C -2.1302 -4.3815 -0.0790
C -1.8447 -3.0202 -0.0898
C -2.9442 -2.0819 -0.4316
O -3.9878 -2.4721 -0.9312
N -2.7352 -0.7728 -0.1380
C -3.8809 0.1116 -0.1358
C -0.8748 2.0790 1.1229
C -0.5299 3.3655 0.7679
H -1.2603 5.4766 -2.5550
H 0.0611 6.5738 -2.0866
H 0.4412 4.9775 -2.7779
H -1.0094 3.1297 -2.5797
H -1.5758 0.8531 -1.9379
H -1.6821 -0.3450 1.6222
H -0.0084 -0.8436 -0.8591
H 3.6792 -0.9153 2.0213
H 2.5565 0.3909 2.4351
H 4.9056 0.4191 0.5442
H 4.8953 1.6240 2.7345
H 3.5372 2.6031 2.1735
H 5.1042 2.7227 1.3698
H 3.8297 2.2875 -0.7766
H 2.2962 1.8857 0.0006
H 3.9726 0.1548 -1.8603
H 1.0541 1.0348 -1.9193
H 1.8458 0.0096 -3.1285
H 2.3542 1.6838 -2.9137
H 3.4685 -1.5659 -0.4547
H 1.8709 -1.4851 -1.1858
H 1.3925 -3.1637 0.8692
H 0.8747 -5.5602 0.8954
H -1.3826 -6.3524 0.2808
H -3.1281 -4.6933 -0.3480
H -4.7554 -0.4843 -0.3931
H -3.7685 0.9147 -0.8646
H -4.0097 0.5512 0.8558
H -0.8292 1.7760 2.1576
H -0.2242 4.0853 1.5106
```

Summary:
Kohn-Sham gap: 0.33894 Eh
net charge: 0
energy relative to the best compared isomer or geometry (same formula, charge and spin): 0.000 eV
DFT total energy: -1305.928697 Ha

***

(3)
Formula: C6H11N
Source: the OMol25 dataset
Level of theory: wB97M-V/def2-TZVPD

```
18
Properties=species:S:1:pos:R:3
C -0.5761 -1.7736 1.5463
C -1.0373 -1.4279 0.1062
N -1.3647 1.5095 -0.2955
C -0.1477 0.8148 -0.5986
C -0.0574 -0.5640 -0.6572
C 2.2785 1.2722 -1.1806
C 0.9746 1.6665 -0.9274
H -1.2070 -1.4880 2.3981
H -0.2242 -2.7932 1.6715
H 0.3375 -1.1945 1.7619
H -2.0665 -1.0584 0.1904
H -1.1974 -2.4057 -0.3763
H -1.9420 0.9045 0.2988
H -1.1320 2.1980 0.4261
H 0.9674 -0.9008 -0.5426
H 2.7635 1.9305 -1.9087
H 3.0075 0.6535 -0.6698
H 0.6232 2.6566 -1.2426
```

Summary:
Kohn-Sham gap (spin up / spin down): 0.15403 / 0.23484 Eh
2S+1: 2
net charge: -1
energy relative to the best compared isomer or geometry (same formula, charge and spin): 0.752 eV
DFT total energy: -289.868115 Ha

***

(4)
Formula: C16H17BrN2O3
Source: the OMol25 dataset
Level of theory: wB97M-V/def2-TZVPD

```
39
Properties=species:S:1:pos:R:3
C -1.7591 3.5844 0.6065
O -1.8038 2.2851 0.0297
C -0.6677 1.5988 0.0317
O 0.3688 1.9919 0.4985
C -0.8384 0.2447 -0.6564
C 0.4843 -0.5289 -0.5848
C 1.5539 0.2435 -1.3388
O 1.2767 0.9892 -2.2488
C 2.9571 0.0346 -0.9048
C 3.8835 1.0340 -1.2031
C 5.2060 0.9092 -0.8285
C 5.6077 -0.2382 -0.1634
Br 7.4268 -0.4310 0.3542
C 4.7099 -1.2532 0.1284
C 3.3850 -1.1117 -0.2372
N -1.9515 -0.5017 -0.1428
N -2.7197 -1.1739 -1.0078
C -3.6206 -1.8180 -0.2910
C -4.6584 -2.6764 -0.9202
C -3.4237 -1.5574 1.0778
C -2.3391 -0.7109 1.1410
C -1.6984 -0.0811 2.3249
H -1.1258 4.2392 0.0054
H -1.3545 3.5377 1.6196
H -2.7833 3.9475 0.6162
H -1.0663 0.4452 -1.7118
H 0.3491 -1.5018 -1.0632
H 0.7871 -0.6778 0.4511
H 3.5409 1.9131 -1.7267
H 5.9194 1.6876 -1.0509
H 5.0467 -2.1435 0.6371
H 2.6956 -1.9127 -0.0203
H -5.6535 -2.3045 -0.6803
H -4.5805 -3.6983 -0.5513
H -4.5260 -2.6731 -1.9981
H -3.9958 -1.9367 1.9000
H -2.1212 0.9086 2.5050
H -0.6236 0.0271 2.1973
H -1.8876 -0.6907 3.2056
```

Summary:
Kohn-Sham gap: 0.33726 Eh
net charge: 0
energy relative to the best compared isomer or geometry (same formula, charge and spin): 0.101 eV
DFT total energy: -3529.158825 Ha

***

(5)
Formula: C27H31AsN2PRu
Source: the OMol25 dataset
Level of theory: wB97M-V/def2-TZVPD

```
63
Properties=species:S:1:pos:R:3
Ru 0.0003 0.8799 0.6801
C -2.3614 1.6020 2.4130
C -3.1391 2.0965 1.3488
C -2.2615 2.5222 0.3613
C -0.9369 2.5916 0.8972
C -0.9935 1.8557 2.1574
H -2.7261 1.1594 3.3703
H -4.2254 2.1377 1.2893
H -2.5587 2.8524 -0.6721
H -0.2365 3.4185 0.7398
H -0.2226 2.0544 2.9024
C -4.6823 -1.6470 0.3735
As -4.2403 -0.5435 -1.2693
C -6.1996 -0.2404 -1.6967
C -4.1941 -2.1174 -2.5080
H -5.7783 -1.6910 0.3739
H -4.3265 -1.1798 1.2526
H -4.2525 -2.6744 0.2395
H -6.6645 -1.2328 -1.7724
H -6.2936 0.2667 -2.6543
H -6.6286 0.4155 -0.9538
H -5.1430 -2.6103 -2.3627
H -3.3150 -2.7297 -2.2451
H -4.2499 -1.7282 -3.5256
C 1.7004 1.1549 -1.9818
P 1.9320 1.0160 -0.1826
C 3.1532 -0.3017 0.0028
C 3.8341 -0.7720 -1.1243
C 4.4484 -2.0391 -1.1127
C 4.6783 -2.6687 0.1109
C 4.1036 -2.1783 1.2647
C 3.2917 -1.0219 1.1759
C 2.7494 2.6135 0.0760
C 2.1740 3.7225 -0.5459
C 2.6956 4.9851 -0.2808
C 3.7326 5.1565 0.6110
C 4.2835 4.0504 1.2531
C 3.8004 2.7282 0.9858
H 2.5572 1.6625 -2.4013
H 0.8121 1.6708 -2.2338
H 1.6685 0.1601 -2.4457
H 3.8783 -0.1846 -2.0186
H 4.8540 -2.5106 -2.0357
H 5.2585 -3.5711 0.1235
H 4.3215 -2.6562 2.2311
H 2.8114 -0.6658 2.0936
H 1.2663 3.6572 -1.1389
H 2.3814 5.8507 -0.8375
H 4.1406 6.1309 0.8401
H 5.0999 4.1391 2.0083
H 4.2133 1.8059 1.4503
N -0.2611 -6.5456 0.3405
C -0.2641 -5.3809 0.3399
C -0.2913 -3.9575 0.3729
C -0.4147 -3.1771 -0.7941
C -0.3919 -1.7699 -0.6606
N -0.3253 -1.1825 0.5805
C -0.3424 -1.9356 1.6827
C -0.3607 -3.3280 1.6208
H -0.4077 -3.6611 -1.7606
H -0.3620 -1.1238 -1.4987
H -0.4139 -1.3967 2.6223
H -0.3756 -3.9338 2.5277
```

Summary:
Kohn-Sham gap (spin up / spin down): 0.22653 / 0.08495 Eh
2S+1: 5
net charge: +3
energy relative to the best compared isomer or geometry (same formula, charge and spin): 4.128 eV
DFT total energy: -3827.668532 Ha

***

Which formula does entry 4 have?
C16H17BrN2O3

***

Number 5 is which compound?
C27H31AsN2PRu

***

Repeat the second record exactly.
Formula: C25H30N2O3
Source: the OMol25 dataset
Level of theory: wB97M-V/def2-TZVPD

```
60
Properties=species:S:1:pos:R:3
C -0.2508 5.5318 -2.1350
O -0.2149 5.0616 -0.8101
C -0.5733 3.7706 -0.5673
C -0.9635 2.8548 -1.5376
C -1.2878 1.5589 -1.1706
C -1.2572 1.1559 0.1567
C -1.5451 -0.2800 0.5308
C -0.2900 -1.0972 0.1672
C 0.8069 -0.6856 1.1529
O 0.5284 -0.4393 2.3137
N 2.0777 -0.6093 0.7081
C 3.0894 -0.0871 1.6105
C 4.0001 0.9261 0.8960
C 4.4105 2.0393 1.8541
C 3.2579 1.4779 -0.3213
C 3.0273 0.3643 -1.3484
C 2.0035 0.7956 -2.3926
C 2.5949 -0.9193 -0.6020
C -0.5690 -2.5728 0.2459
C 0.4030 -3.4987 0.5962
C 0.1095 -4.8519 0.6135
C -1.1569 -5.2967 0.2709
C -2.1302 -4.3815 -0.0790
C -1.8447 -3.0202 -0.0898
C -2.9442 -2.0819 -0.4316
O -3.9878 -2.4721 -0.9312
N -2.7352 -0.7728 -0.1380
C -3.8809 0.1116 -0.1358
C -0.8748 2.0790 1.1229
C -0.5299 3.3655 0.7679
H -1.2603 5.4766 -2.5550
H 0.0611 6.5738 -2.0866
H 0.4412 4.9775 -2.7779
H -1.0094 3.1297 -2.5797
H -1.5758 0.8531 -1.9379
H -1.6821 -0.3450 1.6222
H -0.0084 -0.8436 -0.8591
H 3.6792 -0.9153 2.0213
H 2.5565 0.3909 2.4351
H 4.9056 0.4191 0.5442
H 4.8953 1.6240 2.7345
H 3.5372 2.6031 2.1735
H 5.1042 2.7227 1.3698
H 3.8297 2.2875 -0.7766
H 2.2962 1.8857 0.0006
H 3.9726 0.1548 -1.8603
H 1.0541 1.0348 -1.9193
H 1.8458 0.0096 -3.1285
H 2.3542 1.6838 -2.9137
H 3.4685 -1.5659 -0.4547
H 1.8709 -1.4851 -1.1858
H 1.3925 -3.1637 0.8692
H 0.8747 -5.5602 0.8954
H -1.3826 -6.3524 0.2808
H -3.1281 -4.6933 -0.3480
H -4.7554 -0.4843 -0.3931
H -3.7685 0.9147 -0.8646
H -4.0097 0.5512 0.8558
H -0.8292 1.7760 2.1576
H -0.2242 4.0853 1.5106
```

Summary:
Kohn-Sham gap: 0.33894 Eh
net charge: 0
energy relative to the best compared isomer or geometry (same formula, charge and spin): 0.000 eV
DFT total energy: -1305.928697 Ha